(1)
62
Properties=species:S:1:pos:R:3:forces:R:3:mulliken_charge:R:1 method="wB97M-V/def2-TZVPD" e_tot_ev=-43125.7312 e_above_lowest_ev=0.898 gap_ev=8.2
C -0.0815 7.4494 -1.3081 0.0 0.2 -0.1 -1.026
H 0.1931 8.3100 -0.7019 0.0 0.0 0.1 0.412
C -0.8653 7.9005 -2.5353 -0.1 -0.2 0.1 -0.515
H -1.7472 8.4584 -2.2098 0.0 0.1 -0.1 0.326
C -1.3310 6.7369 -3.4123 0.4 0.1 0.0 -0.418
C -0.1899 6.0436 -4.1637 -0.6 0.2 -0.3 -0.809
O 0.6858 5.3175 -3.3284 0.2 -0.3 0.3 -0.503
C 0.2556 4.1855 -2.7201 0.1 -0.1 0.1 1.014
C -0.8837 3.4660 -3.0479 0.2 0.4 -0.2 -0.676
C -1.2028 2.3020 -2.3719 0.2 -0.3 0.4 -1.335
C -0.4033 1.8332 -1.3336 0.0 0.6 -0.5 0.465
C 0.7495 2.5592 -1.0013 0.0 0.1 0.0 -0.152
C 1.0900 3.7127 -1.6752 0.0 0.2 -0.1 0.869
O 2.1726 4.4972 -1.4174 -0.3 0.0 -0.3 -0.464
C 3.1449 4.0673 -0.4881 0.4 -0.2 0.2 -0.534
C 4.0425 2.9627 -1.0391 -0.3 0.3 0.0 -1.121
H 3.4673 2.0683 -1.2651 0.0 -0.1 0.0 0.352
H 4.8086 2.7150 -0.3094 0.1 -0.1 0.1 0.376
H 4.5213 3.3025 -1.9539 0.1 0.0 -0.1 0.334
H 3.7401 4.9636 -0.2916 -0.1 -0.1 0.1 0.384
H 2.6735 3.7560 0.4527 0.0 0.1 -0.1 0.391
H 1.3708 2.1949 -0.2011 0.2 0.0 0.1 0.223
C -0.7819 0.6256 -0.6367 0.0 -0.6 0.6 -0.072
C -0.2215 0.1111 0.4675 -0.1 0.3 -0.4 -1.064
C -0.7275 -1.1286 1.0588 -0.4 -0.2 -0.1 0.484
O -1.6192 -1.8157 0.6167 0.1 0.0 0.1 -0.669
O -0.0797 -1.4064 2.2092 0.2 0.2 0.0 -0.334
C -0.4272 -2.6329 2.8179 -0.3 0.1 0.0 -0.799
C 0.1021 -3.7926 1.9916 -0.1 0.0 0.2 1.133
O 0.8142 -3.5482 1.0205 0.1 0.1 0.0 -0.881
C -0.2809 -5.1366 2.3794 0.1 0.0 -0.1 -0.291
C 0.0656 -6.2154 1.5482 0.0 0.3 0.3 0.338
N 0.8040 -6.0244 0.4598 0.0 -0.1 -0.1 -0.281
H 0.9742 -6.7525 -0.2088 0.0 0.0 0.1 0.187
H 1.0346 -5.0355 0.2818 0.0 -0.2 0.0 0.301
N -0.3412 -7.4798 1.8534 0.1 0.0 -0.2 -0.052
C -1.0930 -7.7751 2.9933 0.1 0.1 -0.1 0.676
O -1.4426 -8.9079 3.2347 -0.1 -0.2 0.1 -0.656
N -1.3911 -6.7219 3.8022 -0.2 0.0 0.2 -0.030
C -1.0287 -5.3814 3.5879 0.2 -0.1 -0.3 0.832
O -1.3471 -4.5477 4.4134 0.0 0.1 0.1 -0.714
C -2.1607 -7.0436 4.9931 -0.2 0.0 0.3 -1.133
H -1.6106 -7.7572 5.6055 -0.1 0.0 0.0 0.323
H -2.3205 -6.1168 5.5385 0.0 -0.1 -0.1 0.352
H -3.1132 -7.4878 4.7066 0.0 0.0 0.0 0.325
C 0.0067 -8.5969 0.9961 0.0 -0.3 0.0 -1.339
H -0.4306 -8.4759 0.0036 0.0 0.0 0.0 0.399
H 1.0901 -8.7045 0.9237 0.0 0.0 0.0 0.407
H -0.4105 -9.4904 1.4592 0.1 0.1 -0.1 0.358
H -1.5144 -2.7205 2.9144 0.3 0.0 0.1 0.373
H 0.0187 -2.6337 3.8133 -0.1 0.0 -0.1 0.460
H 0.6086 0.5613 0.9872 0.1 0.1 0.0 0.423
H -1.6249 0.0855 -1.0514 -0.1 -0.1 0.0 0.397
H -2.0917 1.7557 -2.6491 -0.1 -0.1 0.0 0.365
H -1.5308 3.8021 -3.8428 0.0 0.1 -0.1 0.337
H 0.4514 6.7934 -4.6356 -0.1 -0.1 0.0 0.453
H -0.5958 5.3960 -4.9523 0.1 0.0 0.0 0.350
H -1.8511 6.0050 -2.7908 -0.1 0.0 -0.1 0.315
H -2.0358 7.1103 -4.1587 0.0 -0.1 0.0 0.379
H -0.2495 8.5762 -3.1334 0.0 0.1 0.0 0.292
H 0.8252 6.9263 -1.5975 0.1 0.0 0.1 0.185
H -0.6848 6.7792 -0.6981 0.0 -0.1 0.1 0.279

(2)
63
Properties=species:S:1:pos:R:3:forces:R:3:mulliken_charge:R:1 method="wB97M-V/def2-TZVPD" e_tot_ev=-53960.1565 e_above_lowest_ev=0.811 gap_ev=8.7
C -6.2518 -3.1966 1.3320 0.3 0.4 -0.1 -1.176
C -5.8363 -1.7679 1.6318 -0.4 -0.1 0.4 -0.279
H -5.6088 -1.6296 2.6935 -0.1 0.0 -0.2 0.341
H -6.6280 -1.0624 1.3539 0.1 -0.1 0.1 0.270
O -4.6682 -1.4626 0.8664 0.2 -0.1 -0.2 -0.328
C -3.8651 -0.5038 1.3704 0.1 -0.1 0.0 0.750
O -4.0921 0.1113 2.3845 -0.2 0.2 0.3 -0.657
N -2.7458 -0.3322 0.6211 0.1 -0.1 -0.1 0.224
C -2.5146 -0.9442 -0.6652 -0.2 -0.1 -0.4 -0.670
H -3.2724 -1.7043 -0.8453 0.1 0.0 0.0 0.441
H -1.5231 -1.4127 -0.6597 -0.1 0.0 -0.1 0.223
C -2.5595 0.1294 -1.7636 -0.1 -0.5 -0.1 -0.813
N -1.6096 1.1742 -1.4518 -0.3 0.1 0.2 0.072
C -0.4872 1.4854 -2.1266 0.1 -0.1 -0.3 1.124
O 0.2841 2.3505 -1.7522 0.3 0.2 -0.1 -0.665
C -0.2233 0.7056 -3.4225 0.1 0.2 0.0 -1.133
H 0.6982 1.0928 -3.8695 -0.1 0.0 0.1 0.426
O -0.1585 -0.6919 -3.2134 0.0 -0.2 -0.1 -0.489
C 0.8508 -1.1908 -2.4443 0.2 -0.3 0.2 0.532
C 1.9857 -0.4796 -2.0641 -0.2 0.1 -0.2 -0.165
C 2.9484 -1.0950 -1.2827 0.0 0.0 -0.1 -0.716
C 2.7620 -2.3938 -0.8529 0.6 -0.3 0.4 -0.251
C 1.6393 -3.1107 -1.2240 -0.1 -0.1 0.0 -0.673
C 0.6941 -2.5197 -2.0370 0.0 0.2 -0.1 -0.496
H -0.1806 -3.0601 -2.3640 -0.1 -0.1 0.0 0.512
H 1.5298 -4.1247 -0.8730 -0.1 -0.1 0.0 0.516
S 3.8837 -3.0774 0.3624 -0.5 -0.1 0.1 1.252
O 5.2205 -2.6599 0.0856 -0.1 0.4 0.0 -0.647
O 3.6061 -4.4703 0.5470 -0.3 0.1 0.0 -0.720
N 3.3575 -2.3088 1.7707 0.4 -0.8 -0.4 -0.270
C 3.2892 -0.9058 1.6946 0.0 0.8 0.1 -0.222
C 2.0760 -0.2327 1.6734 0.2 -0.2 0.1 -0.543
C 2.0287 1.1399 1.4941 0.0 0.3 0.0 -0.142
C 3.2057 1.8604 1.3191 0.1 -0.2 0.0 0.583
C 4.4280 1.1831 1.3823 -0.1 0.2 -0.1 -0.594
C 4.4718 -0.1801 1.5697 -0.2 0.1 0.1 -0.247
H 5.4097 -0.7098 1.5863 0.1 0.0 0.0 0.428
H 5.3347 1.7559 1.2700 0.1 0.1 0.0 0.449
O 3.2727 3.1928 1.0906 0.2 0.0 0.1 -0.446
C 2.0744 3.9073 0.8333 -0.3 0.3 -0.1 0.360
C 2.4607 5.3341 0.4771 0.0 -0.4 0.1 -1.592
H 1.5672 5.9179 0.2759 -0.1 0.1 0.0 0.427
H 3.0925 5.3355 -0.4063 0.0 0.0 -0.1 0.340
H 3.0095 5.7886 1.2975 0.0 0.1 0.1 0.379
H 1.4353 3.9027 1.7279 0.1 -0.1 -0.1 0.293
H 1.5326 3.4415 0.0002 0.0 0.0 0.2 0.012
H 1.0728 1.6380 1.4812 -0.1 0.1 0.0 0.300
H 1.1571 -0.7908 1.7988 -0.1 -0.1 -0.1 0.285
H 2.5081 -2.7497 2.0938 -0.1 -0.1 0.0 0.433
H 3.8462 -0.5689 -1.0042 0.1 0.2 0.0 0.669
H 2.1286 0.5486 -2.3523 0.0 0.1 0.0 0.391
H -1.0425 0.8605 -4.1304 0.1 0.0 0.1 0.462
C -1.8739 1.8011 -0.1698 0.3 0.1 0.4 -0.902
H -1.1185 2.5701 -0.0050 -0.1 -0.1 0.0 0.418
C -1.8285 0.7407 0.9340 -0.1 0.4 0.1 -0.413
H -2.1202 1.1674 1.8944 0.1 0.0 -0.1 0.415
H -0.8169 0.3276 1.0024 0.0 0.1 0.0 -0.252
H -2.8652 2.2647 -0.1982 0.0 0.0 0.0 0.304
H -2.3454 -0.3267 -2.7263 -0.1 0.1 0.0 0.501
H -3.5614 0.5746 -1.7894 0.0 -0.1 0.0 0.359
H -7.1474 -3.4392 1.8961 -0.1 0.0 0.0 0.409
H -6.4577 -3.3134 0.2712 -0.1 -0.1 -0.1 0.295
H -5.4591 -3.8858 1.6108 0.0 -0.1 0.0 0.303

(3)
56
Properties=species:S:1:pos:R:3:forces:R:3:mulliken_charge:R:1 method="wB97M-V/def2-TZVPD" e_tot_ev=-39628.4780 e_above_lowest_ev=0.000 gap_ev=8.7
S -2.3800 -2.8435 -0.1503 -0.1 -0.7 -0.3 -0.409
C -2.2496 -1.3303 0.5051 0.0 0.2 0.2 0.462
N -1.1197 -0.5958 0.3951 -0.2 0.3 0.1 -0.003
H -1.0476 0.2460 0.9505 0.0 0.0 0.0 0.322
C 0.1237 -1.1424 -0.1133 0.2 0.0 0.0 -0.033
C 0.8954 -1.8967 0.9765 0.1 -0.1 -0.2 -1.171
H 0.3507 -2.8041 1.2404 -0.1 0.0 0.0 0.493
H 0.9726 -1.2767 1.8742 0.0 0.0 0.0 0.313
C 2.3063 -2.2484 0.4776 -0.2 -0.4 0.3 -0.153
N 3.0668 -1.0651 0.1330 0.3 -0.1 0.1 0.050
C 3.4216 -0.1336 1.1747 -0.1 -0.1 0.0 -0.682
C 4.5001 0.7999 0.6884 0.0 0.1 0.0 0.542
C 5.5692 0.2935 -0.0409 0.0 0.0 0.0 -0.236
C 6.5710 1.1322 -0.4917 0.1 0.0 0.0 -0.622
C 6.5196 2.4887 -0.2143 0.1 0.1 0.0 -0.403
C 5.4590 3.0003 0.5119 0.1 0.1 0.0 -0.618
C 4.4529 2.1597 0.9575 0.0 -0.1 0.0 -0.521
H 3.6254 2.5670 1.5228 -0.1 0.0 0.0 0.347
H 5.4120 4.0575 0.7303 0.0 0.1 0.0 0.379
H 7.3033 3.1446 -0.5640 0.1 0.1 0.0 0.377
H 7.3969 0.7285 -1.0592 0.1 0.0 0.0 0.383
H 5.5963 -0.7639 -0.2552 0.0 -0.1 0.0 0.394
H 3.8151 -0.7244 2.0107 -0.1 0.1 0.0 0.340
H 2.5749 0.4594 1.5625 0.1 -0.1 0.0 0.355
C 2.3889 -0.5658 -1.0460 -0.1 0.4 -0.4 -0.063
C 0.9789 -0.0344 -0.7244 0.1 -0.2 0.0 -1.614
H 1.0646 0.8007 -0.0236 0.0 0.1 0.0 0.425
H 0.5088 0.3437 -1.6335 0.0 0.1 0.0 0.413
H 2.9814 0.2280 -1.5100 0.0 -0.1 0.0 0.642
C 2.3221 -1.8358 -1.9080 0.1 0.1 0.0 -0.984
H 1.4649 -1.8257 -2.5778 -0.1 0.0 -0.1 0.372
H 3.2245 -1.9177 -2.5116 0.0 0.0 0.0 0.377
C 2.2553 -2.9771 -0.8745 0.0 -0.1 0.1 -0.944
H 1.3550 -3.5798 -0.9706 -0.1 -0.1 0.0 0.364
H 3.1171 -3.6349 -0.9739 0.0 0.0 0.0 0.355
H 2.8345 -2.8245 1.2433 0.0 0.0 0.0 0.566
H -0.1694 -1.8537 -0.8903 0.1 0.1 0.1 0.150
N -3.2673 -0.7561 1.1963 0.3 0.3 0.0 -0.190
H -3.2043 0.2394 1.3627 0.0 -0.1 0.0 0.307
C -4.6079 -1.2906 1.1648 -0.3 -0.3 -0.1 -1.036
H -4.5283 -2.3777 1.2321 -0.1 0.2 0.1 0.408
H -5.1390 -0.9090 2.0400 0.0 0.0 0.0 0.453
C -5.3615 -0.9147 -0.1239 0.2 0.0 0.2 -0.854
C -5.4318 0.5760 -0.2760 -0.1 -0.1 -0.1 0.338
C -4.4343 1.2624 -0.9589 0.0 0.0 0.0 -0.152
C -4.4647 2.6428 -1.0527 0.1 0.1 0.0 -0.669
C -5.4946 3.3560 -0.4635 0.0 0.1 0.0 -0.419
C -6.4933 2.6816 0.2190 -0.1 0.1 0.1 -0.529
C -6.4590 1.3020 0.3145 0.0 0.0 0.0 -0.353
H -7.2409 0.7791 0.8472 -0.1 -0.1 0.1 0.383
H -7.3016 3.2328 0.6771 -0.1 0.0 0.0 0.375
H -5.5215 4.4329 -0.5394 0.0 0.1 0.0 0.374
H -3.6846 3.1627 -1.5902 0.1 0.0 0.0 0.391
H -3.6328 0.7079 -1.4278 0.1 -0.1 -0.1 0.415
H -6.3626 -1.3439 -0.0743 0.0 0.0 0.0 0.464
H -4.8325 -1.3589 -0.9684 -0.1 0.0 0.0 0.331